Record 1
4 unconnected molecules or ions with the total composition C36H64FN3O4 in a non-equilibrium geometry. Source: OMol25; level of theory: ωB97M-V/def2-TZVPD.

Values from the calculation:
multiplicity	1
gap between HOMO and LUMO	0.3358	Ha
SMILES string	CNC[C@]1(C(=O)NC(=O)F)CC[C@](CCCc2ccccc2)(OC#N)O1.CCCCCC.CCCCCC.CCCCCC
molecular weight	621.92	g mol⁻¹

```
108
C36H64FN3O4 | OMol25 | ωB97M-V/def2-TZVPD
C -2.694 -0.561 -5.649
N -1.424 0.204 -5.701
C -0.316 -0.608 -6.296
C 0.940 -0.436 -5.281
C 0.763 1.048 -4.793
O 0.462 1.395 -3.677
N 0.940 2.115 -5.796
C 0.406 3.340 -5.213
O -0.749 3.612 -5.223
F 1.274 4.210 -4.595
C 2.390 -0.744 -5.841
C 3.004 -1.709 -4.718
C 1.806 -2.205 -3.775
C 1.971 -1.939 -2.211
C 0.575 -1.515 -1.622
C 0.631 -1.166 -0.052
C -0.462 -0.044 0.147
C -0.155 1.374 0.318
C -1.273 2.337 0.453
C -2.688 1.955 0.423
C -2.962 0.502 0.252
C -1.870 -0.483 0.116
O 1.436 -3.605 -3.870
C 0.873 -3.862 -5.082
N 0.655 -4.264 -6.137
O 0.699 -1.503 -4.376
H -3.527 0.206 -5.618
H -2.815 -1.170 -4.712
H -2.859 -1.158 -6.586
H -1.603 1.029 -6.275
H -0.011 -0.200 -7.304
H -0.549 -1.701 -6.300
H 0.347 1.954 -6.614
H 2.441 -1.091 -6.900
H 2.952 0.214 -5.622
H 3.229 -2.631 -5.335
H 3.938 -1.371 -4.208
H 2.280 -2.938 -1.779
H 2.791 -1.190 -2.040
H 0.249 -0.551 -2.114
H -0.240 -2.265 -1.847
H 1.662 -0.762 0.125
H 0.410 -2.083 0.551
H 0.903 1.749 0.321
H -1.020 3.426 0.553
H -3.543 2.666 0.493
H -4.005 0.115 0.190
H -2.132 -1.564 -0.041
C 6.218 0.613 4.463
C 6.229 1.837 3.555
C 4.877 2.545 3.474
C 3.735 1.710 2.890
C 3.979 1.164 1.483
C 4.159 2.255 0.434
H 5.539 -0.158 4.093
H 7.217 0.174 4.517
H 5.914 0.883 5.478
H 6.571 1.551 2.556
H 6.968 2.547 3.939
H 4.995 3.461 2.887
H 4.586 2.870 4.479
H 2.828 2.325 2.879
H 3.518 0.871 3.559
H 3.120 0.547 1.199
H 4.849 0.500 1.476
H 3.285 2.910 0.398
H 4.285 1.809 -0.556
H 5.041 2.867 0.635
C -5.085 3.319 3.829
C -6.528 3.242 3.345
C -6.772 4.002 2.041
C -6.526 5.511 2.107
C -7.344 6.261 3.159
C -8.848 6.183 2.925
H -4.792 4.345 4.064
H -4.960 2.724 4.736
H -4.399 2.929 3.073
H -7.199 3.603 4.130
H -6.784 2.190 3.184
H -7.800 3.815 1.713
H -6.128 3.582 1.260
H -6.740 5.938 1.121
H -5.463 5.698 2.290
H -7.044 7.313 3.143
H -7.108 5.890 4.161
H -9.110 6.581 1.942
H -9.377 6.770 3.679
H -9.214 5.156 2.990
C 3.136 -6.860 4.102
C 3.139 -5.638 3.192
C 1.780 -4.941 3.107
C 0.647 -5.787 2.521
C 0.899 -6.333 1.115
C 1.073 -5.242 0.067
H 2.465 -7.638 3.732
H 4.139 -7.289 4.160
H 2.826 -6.591 5.116
H 3.486 -5.922 2.195
H 3.870 -4.920 3.577
H 1.892 -4.025 2.518
H 1.484 -4.617 4.111
H -0.265 -5.180 2.507
H 0.436 -6.627 3.191
H 0.047 -6.958 0.830
H 1.775 -6.990 1.111
H 0.193 -4.595 0.029
H 1.206 -5.688 -0.922
H 1.950 -4.623 0.270
```

Mulliken population analysis, charges in e, atoms 1 to 4: -0.9659, -0.1363, -1.2374, 1.9256

=====

Record 2
2 unconnected molecules or ions with the total composition C5H10O. Source: OMol25; level of theory: ωB97M-V/def2-TZVPD.

Values from the calculation:
multiplicity	1
gap between HOMO and LUMO	0.3647	Ha
SMILES string	C=COC.C=C
relative energy (zero: lowest compared OMol25 entry of this formula, charge and spin)	53.90	kcal/mol
molecular weight	86.13	g mol⁻¹

```
16
C5H10O | OMol25 | ωB97M-V/def2-TZVPD
C 2.085 -0.632 -0.413
O 1.333 0.551 -0.234
C 0.963 0.809 1.044
C 0.197 1.848 1.364
C -1.930 -0.192 -0.516
C -2.253 -1.289 -1.190
H 1.489 -1.523 -0.178
H 2.375 -0.662 -1.465
H 2.992 -0.625 0.207
H 1.338 0.110 1.793
H -0.069 2.029 2.398
H -0.164 2.530 0.600
H -1.706 0.745 -1.020
H -1.864 -0.178 0.569
H -2.471 -2.227 -0.683
H -2.315 -1.295 -2.275
```

Mulliken population analysis, charges in e, atoms 1 to 4: -0.7074, -0.3220, 0.0601, -0.7131

=====

Record 3
A molecular structure, C6H4IrO6 in a non-equilibrium geometry. Source: OMol25; level of theory: ωB97M-V/def2-TZVPD.

Values from the calculation:
multiplicity	5
gap between HOMO and LUMO (spin up / spin down)	0.2533 / 0.2343	Ha
⟨S²⟩	6.019
net charge	+3
molecular weight	364.31	g mol⁻¹

```
17
C6H4IrO6 | OMol25 | ωB97M-V/def2-TZVPD
O 1.832 -1.859 -2.409
C 1.009 -1.322 -1.792
Ir -0.451 -0.470 -0.793
O -2.842 -0.996 -2.598
C -1.867 -0.845 -1.989
C -1.762 0.536 0.497
O -2.365 1.127 1.287
C 0.104 1.292 -1.597
O 0.236 2.371 -1.959
C -0.639 -2.114 0.341
O -0.892 -2.924 1.104
C 1.192 1.226 1.763
O 1.193 0.065 0.936
H 0.828 2.049 1.146
H 2.195 1.448 2.154
H 0.502 1.061 2.589
H 1.727 -0.647 1.319
```

Mulliken population analysis, charges in e, atoms 1 to 4: -0.1419, 0.1461, 1.6791, -0.0470

=====

Record 4
A molecular structure, C36H28InN6OS3 in a non-equilibrium geometry. Source: OMol25; level of theory: ωB97M-V/def2-TZVPD.

Values from the calculation:
multiplicity	1
gap between HOMO and LUMO	0.2818	Ha
net charge	+1
molecular weight	771.68	g mol⁻¹

```
75
C36H28InN6OS3 | OMol25 | ωB97M-V/def2-TZVPD
In 1.869 -0.545 0.905
N 3.109 -2.413 -0.526
C 3.811 -2.059 -1.709
C 5.081 -2.503 -1.962
C 5.750 -2.151 -3.150
C 5.140 -1.370 -4.086
C 3.849 -0.854 -3.837
C 3.181 0.001 -4.739
C 1.968 0.519 -4.388
C 1.421 0.180 -3.140
N 1.978 -0.656 -2.296
C 3.184 -1.177 -2.629
H 2.185 -2.770 -0.749
H 3.611 -3.107 0.010
H 5.586 -3.142 -1.247
H 6.753 -2.518 -3.321
H 5.631 -1.131 -5.021
H 3.648 0.246 -5.685
H 1.423 1.185 -5.042
H 0.482 0.633 -2.838
S 0.066 -0.889 5.513
C -1.482 -0.533 4.835
C -2.617 -0.056 5.481
C -3.763 0.127 4.734
C -3.775 -0.189 3.374
C -2.648 -0.666 2.738
C -1.463 -0.814 3.459
N -0.237 -1.253 2.974
C 0.629 -1.362 3.932
C 2.009 -1.823 3.784
C 2.645 -2.391 4.893
C 3.963 -2.800 4.820
C 4.680 -2.618 3.651
C 4.064 -2.050 2.543
C 2.730 -1.680 2.594
H -2.593 0.162 6.540
H -4.665 0.492 5.207
H -4.687 -0.059 2.805
H -2.690 -0.956 1.703
H 2.094 -2.519 5.818
H 4.437 -3.246 5.684
H 5.722 -2.910 3.604
H 4.638 -1.879 1.639
C 2.985 4.453 2.189
O 3.387 3.467 1.227
C 2.872 2.260 1.232
S 1.775 1.731 2.401
S 3.432 1.265 -0.037
H 3.198 5.413 1.731
H 3.564 4.335 3.104
H 1.925 4.359 2.417
N -4.562 0.210 -2.734
C -5.682 0.920 -3.088
C -6.789 0.610 -3.872
C -7.735 1.602 -4.020
C -7.586 2.864 -3.419
C -6.491 3.172 -2.644
C -5.522 2.179 -2.474
N -4.340 2.210 -1.778
C -3.792 1.035 -1.950
C -2.515 0.662 -1.366
C -1.934 -0.598 -1.519
C -0.746 -0.872 -0.876
N -0.102 0.026 -0.126
C -0.633 1.247 0.000
C -1.826 1.600 -0.592
H -4.352 -0.734 -3.003
H -6.903 -0.359 -4.340
H -8.612 1.411 -4.624
H -8.353 3.610 -3.578
H -6.367 4.141 -2.182
H -2.394 -1.367 -2.125
H -0.283 -1.846 -0.968
H -0.087 1.954 0.607
H -2.248 2.586 -0.466
```

Mulliken population analysis, charges in e, atoms 1 to 4: 0.7783, -0.4460, 0.6058, -0.4502

=====

Record 5
A molecular structure, C6H11NO in a non-equilibrium geometry. Source: OMol25; level of theory: ωB97M-V/def2-TZVPD.

Values from the calculation:
multiplicity	1
gap between HOMO and LUMO	0.3365	Ha
relative energy (zero: lowest compared OMol25 entry of this formula, charge and spin)	51.11	kcal/mol
molecular weight	113.16	g mol⁻¹

```
19
C6H11NO | OMol25 | ωB97M-V/def2-TZVPD
C 0.132 -0.490 -0.020
C 0.210 0.791 0.766
C -1.680 1.021 0.135
C 0.648 -1.707 0.749
C 0.624 -0.481 -1.466
C -1.497 -0.421 0.054
N 1.010 1.816 0.289
O -2.205 -1.372 0.344
H 0.170 0.708 1.850
H 1.049 2.674 0.826
H 1.022 1.999 -0.708
H -2.580 1.369 0.633
H -1.441 1.624 -0.737
H 1.737 -1.774 0.678
H 0.357 -1.670 1.800
H 0.211 -2.616 0.331
H 0.138 0.297 -2.063
H 1.708 -0.334 -1.519
H 0.389 -1.436 -1.942
```

Mulliken population analysis, charges in e, atoms 1 to 4: 1.7907, -0.6578, -0.9491, -1.6998

=====

Record 6
A molecular structure, C25H21ClCoN3O8 in a non-equilibrium geometry. Source: OMol25; level of theory: ωB97M-V/def2-TZVPD.

Values from the calculation:
multiplicity	2
gap between HOMO and LUMO (spin up / spin down)	0.2664 / 0.2617	Ha
⟨S²⟩	0.754
relative energy (zero: lowest compared OMol25 entry of this formula, charge and spin)	22.58	kcal/mol
net charge	-1
molecular weight	585.84	g mol⁻¹

```
59
C25H21ClCoN3O8 | OMol25 | ωB97M-V/def2-TZVPD
Co -0.115 -0.614 0.130
N -2.695 1.381 0.680
C -2.416 0.438 1.661
C -3.269 0.453 2.773
C -3.090 -0.446 3.798
C -2.041 -1.354 3.694
C -1.240 -1.307 2.577
N -1.413 -0.433 1.569
C -2.114 1.768 -0.515
C -2.685 2.873 -1.165
C -2.156 3.310 -2.355
C -1.053 2.635 -2.873
C -0.558 1.563 -2.166
N -1.070 1.117 -1.016
H -3.481 1.954 0.924
H -4.068 1.185 2.812
H -3.752 -0.440 4.654
H -1.843 -2.081 4.468
H -0.407 -1.993 2.472
H -3.536 3.374 -0.719
H -2.582 4.162 -2.869
H -0.590 2.946 -3.799
H 0.306 1.022 -2.521
C 2.330 -1.348 -3.175
C 1.125 -1.454 -2.270
O 1.199 -0.801 -1.220
C -0.008 -2.242 -2.663
C 0.004 -2.953 -3.882
C -1.070 -3.696 -4.296
C -2.216 -3.762 -3.489
C -2.265 -3.097 -2.292
C -1.174 -2.316 -1.829
O -1.295 -1.723 -0.705
H 3.033 -0.660 -2.711
H 2.047 -0.978 -4.162
H 2.807 -2.322 -3.290
H 0.888 -2.912 -4.505
H -1.031 -4.236 -5.234
H -3.072 -4.344 -3.809
H -3.136 -3.154 -1.653
O 2.574 -0.342 1.996
C 1.984 0.666 1.644
O 0.891 0.742 0.968
C 2.550 2.028 2.020
C 3.714 2.077 2.780
C 4.259 3.296 3.153
C 3.639 4.477 2.765
C 2.481 4.435 2.002
C 1.937 3.213 1.630
H 4.163 1.133 3.060
H 5.164 3.328 3.747
H 4.061 5.432 3.059
H 2.003 5.360 1.699
H 1.036 3.155 1.033
O 0.929 -4.978 1.072
Cl 1.463 -3.707 1.490
O 1.073 -3.447 2.851
O 2.885 -3.709 1.365
O 0.895 -2.674 0.639
```

Mulliken population analysis, charges in e, atoms 1 to 4: 1.2428, 0.0737, 0.6925, -0.9009

=====

Record 7
A molecular structure, C9H19KNO in a non-equilibrium geometry. Source: OMol25; level of theory: ωB97M-V/def2-TZVPD.

Values from the calculation:
multiplicity	1
gap between HOMO and LUMO	0.1936	Ha
net charge	+1
molecular weight	196.36	g mol⁻¹

```
31
C9H19KNO | OMol25 | ωB97M-V/def2-TZVPD
K -4.071 -1.303 6.026
C 0.669 -0.529 2.492
C 0.430 0.129 1.084
C 1.880 0.575 0.446
C 1.761 1.058 -1.052
C 0.919 0.009 -1.777
C -0.453 -0.440 -1.208
N -0.345 -0.708 0.230
O -1.434 -1.263 0.853
C -1.360 0.746 -1.613
C -0.760 -1.727 -1.965
C -0.402 1.403 1.281
H -0.175 -0.511 3.181
H 1.473 0.036 2.964
H 1.122 -1.509 2.342
H 2.127 1.535 0.899
H 2.639 -0.164 0.703
H 2.739 1.166 -1.522
H 1.217 1.958 -1.337
H 1.565 -0.863 -1.880
H 0.900 0.238 -2.842
H -0.888 1.727 -1.548
H -1.646 0.672 -2.662
H -2.354 0.688 -1.170
H 0.061 -2.444 -1.940
H -1.753 -2.081 -1.689
H -0.980 -1.547 -3.018
H -1.488 1.316 1.259
H -0.209 2.052 0.427
H -0.041 1.957 2.148
H -1.142 -2.177 0.887
```

Mulliken population analysis, charges in e, atoms 1 to 4: 0.9984, -1.8741, 1.2884, -1.0204